Entry 1:
9
Properties=species:S:1:pos:R:3:forces:R:3:lowdin_charge:R:1 method="wB97M-V/def2-TZVPD" lumo_energy_ev=-1.1 multiplicity=1 orbital_gap_ha=0.369 relative_energy_kj_mol=436.40 e_homo_ev=-11.156 total_charge=0
C -0.81577 -1.46696 0.10610 0.1 0.5 0.4 -0.177
C 1.31761 -0.10572 -0.17692 -2.8 0.0 0.3 0.182
C -0.03464 -0.31599 0.04033 4.6 1.7 -1.2 -0.185
N -1.47716 -2.33569 0.42550 -0.8 -1.3 0.0 0.203
N -0.71743 1.02430 0.05651 0.1 -1.2 0.7 -0.381
O -1.76582 1.03732 -0.53152 -0.4 0.7 0.0 0.119
O -0.13794 1.91705 0.64280 -0.9 0.2 -0.5 0.077
H 1.44291 0.96696 -0.17906 0.9 -0.1 0.0 0.071
H 2.18822 -0.72127 -0.38373 -0.7 -0.5 0.2 0.091

=====

Entry 2:
9
Properties=species:S:1:pos:R:3:forces:R:3:lowdin_charge:R:1 method="wB97M-V/def2-TZVPD" lumo_energy_ev=-1.7 multiplicity=1 orbital_gap_ha=0.333 relative_energy_kj_mol=742.99 e_homo_ev=-10.734 total_charge=0
C 1.77149 -0.44584 0.27207 9.2 7.6 -5.8 0.053
C 0.27769 -0.31994 0.19230 2.9 3.3 -0.2 -0.387
C -1.52170 0.86824 0.13379 -2.8 -1.7 0.5 -0.136
H -1.80778 0.98347 1.30496 0.5 -0.6 -2.8 0.171
H -2.28770 1.29982 -0.56248 1.4 0.8 0.7 0.138
N 2.90875 0.27228 -0.29694 -11.1 -7.4 5.9 0.136
N -0.54404 -1.24360 0.15023 -2.8 -0.3 -1.6 0.154
O -1.81438 -0.61238 -0.39100 3.6 1.9 3.3 -0.104
O -0.13842 1.10003 -0.02205 -1.0 -3.6 0.0 -0.026

=====

Entry 3:
9
Properties=species:S:1:pos:R:3:forces:R:3:lowdin_charge:R:1 method="wB97M-V/def2-TZVPD" lumo_energy_ev=-0.2 multiplicity=1 orbital_gap_ha=0.405 relative_energy_kj_mol=297.73 e_homo_ev=-11.253 total_charge=0
O -1.27760 0.26886 -1.39760 -0.1 -0.3 0.5 0.085
C -1.53008 -0.36687 -0.41735 0.0 0.3 -0.4 -0.337
C 0.62208 1.98933 1.28020 0.3 -0.9 -0.5 0.104
N 0.94923 1.01390 0.70161 -0.3 0.8 0.5 -0.006
C 1.35727 -0.10663 0.01757 -0.1 -0.3 -0.1 -0.180
N 0.65364 -1.13929 -0.21758 0.4 0.4 0.0 0.104
O -0.63513 -1.05563 0.33951 -0.1 0.0 0.0 -0.053
H -2.51727 -0.49758 0.04534 0.1 0.0 -0.1 0.148
H 2.37786 -0.10609 -0.35170 -0.1 0.0 0.0 0.135

=====

Entry 4:
10
Properties=species:S:1:pos:R:3:forces:R:3:lowdin_charge:R:1 method="wB97M-V/def2-TZVPD" lumo_energy_ev=-1.8 multiplicity=1 orbital_gap_ha=0.288 relative_energy_kj_mol=316.44 e_homo_ev=-9.589 total_charge=0
C 0.72826 -0.95751 0.97404 -0.1 0.2 0.2 -0.374
C 1.19808 0.42550 1.37346 0.6 -0.3 0.6 -0.016
C -0.19235 0.71749 -0.28359 -0.2 0.4 -0.3 -0.834
H -1.62469 -1.64913 -0.63696 -1.3 -0.1 0.4 0.109
H 1.91116 0.60969 2.18979 -0.4 -0.1 -0.4 0.136
N -0.19010 -0.63066 -0.01672 0.0 -0.2 0.0 -0.121
N 0.69057 1.34348 0.66636 -0.2 0.3 -0.2 0.096
O -0.71148 -1.56633 -0.85559 1.3 0.0 -0.4 0.076
O 1.01287 -2.04062 1.39021 0.1 0.0 0.0 0.151
S -1.03780 1.48702 -1.42254 0.2 -0.2 0.3 0.777